[1]
ORCA calculation (ωB97M-V with the def2-TZVPD basis set) on C2H2N2OS as an isolated structure.

Values from the calculation:
ΔE to the lowest compared entry with this formula, charge and spin: 52.1 kcal per mole
total charge: 0

Atoms and positions in Å:
C 0.0540 1.0833 -0.0656
C -0.7856 -0.2120 -0.0115
N 1.3054 0.9653 -0.0139
N -0.0314 -1.2693 -0.1393
O -1.9921 -0.0606 0.0687
S 2.1117 -0.3560 0.0694
H -0.4401 2.0384 -0.1096
H -0.2218 -2.1891 0.2018


[2]
ORCA calculation (ωB97M-V with the def2-TZVPD basis set) on C39H47BrN2P2V as an isolated structure.

Values from the calculation:
total charge: +3

Atoms and positions in Å:
V -0.1474 -0.6721 1.0486
C -5.0207 1.4412 3.7186
C -4.0140 0.5032 3.9091
C -2.9731 0.4189 3.0052
C -2.9429 1.2645 1.8961
C -3.9687 2.1893 1.6915
C -5.0035 2.2670 2.6051
P -1.4313 1.3190 0.9092
C -1.9150 2.2080 -0.5772
C -2.9886 1.6192 -1.2564
C -3.5332 2.2545 -2.3520
C -3.0095 3.4714 -2.7735
C -1.9308 4.0435 -2.1127
C -1.3679 3.4120 -1.0136
C -0.3325 2.2384 2.0293
C -0.7239 3.4669 2.5244
C 0.0480 4.1090 3.4995
C 1.1907 3.5155 3.9707
C 1.6112 2.2540 3.5020
C 2.7862 1.6427 3.9859
C 3.1760 0.4137 3.5280
C 2.3860 -0.2698 2.5867
C 1.2313 0.2875 2.1019
C 0.8267 1.5767 2.5214
H -5.8023 1.5446 4.4543
H -4.0348 -0.1501 4.7666
H -2.1639 -0.2959 3.1699
H -3.9530 2.8542 0.8406
H -5.7865 2.9927 2.4558
H -3.3860 0.6746 -0.8973
H -4.3750 1.8193 -2.8662
H -3.4584 3.9674 -3.6200
H -1.5391 4.9926 -2.4464
H -0.5285 3.8471 -0.4902
H -1.6355 3.9368 2.1756
H -0.2757 5.0627 3.8856
H 1.7991 4.0038 4.7155
H 3.3750 2.1574 4.7287
H 4.0787 -0.0492 3.8945
H 2.7247 -1.2509 2.2615
Br -2.4661 -6.3680 3.4021
C -1.7846 -4.7644 2.7016
C -0.6095 -4.1891 3.2041
C -0.1387 -3.0220 2.6432
N -0.7588 -2.4066 1.6274
C -1.8884 -2.9449 1.1491
C -2.4308 -4.1098 1.6441
H -0.0800 -4.6475 4.0230
H 0.7675 -2.5610 3.0326
H -2.3787 -2.4150 0.3335
H -3.3377 -4.5124 1.2219
C -1.1959 -1.5474 -2.5762
C 0.0363 -0.7971 -3.0911
C -0.3394 0.6790 -3.1914
C 0.4692 -1.3097 -4.4584
P 1.4318 -0.9086 -1.7837
N 0.6199 -0.7760 -0.3770
C 2.2569 -2.6420 -1.6677
C 3.2936 -2.8320 -2.7675
C 2.8700 -2.8126 -0.2760
C 1.1349 -3.6684 -1.7973
C 2.6567 0.5735 -1.8091
C 3.2189 0.7854 -3.2095
C 3.7925 0.2311 -0.8459
C 1.9566 1.8333 -1.2896
H -2.0576 -1.2223 -3.1566
H -1.3803 -1.3011 -1.5228
H -1.1188 -2.6221 -2.6982
H -1.2670 0.7642 -3.7554
H 0.4091 1.2570 -3.7252
H -0.5066 1.0923 -2.1974
H -0.3795 -1.2063 -5.1351
H 0.7531 -2.3586 -4.4549
H 1.2869 -0.7217 -4.8698
H 4.1619 -2.1910 -2.6407
H 2.8836 -2.6670 -3.7610
H 3.6495 -3.8611 -2.7236
H 3.7926 -2.2563 -0.1447
H 3.1044 -3.8671 -0.1314
H 2.1427 -2.5192 0.4913
H 0.7266 -3.7105 -2.8007
H 0.3458 -3.4705 -1.0684
H 1.5406 -4.6553 -1.5877
H 3.6822 -0.1184 -3.5974
H 3.9910 1.5531 -3.1534
H 2.4749 1.1336 -3.9202
H 4.4281 -0.5648 -1.2238
H 3.4053 -0.0200 0.1416
H 4.4268 1.1081 -0.7321
H 1.3350 2.3107 -2.0406
H 2.7230 2.5563 -1.0128
H 1.3583 1.6091 -0.3972


no.,frontier orbital gap (eV),HOMO level (Ha)
1,7.7,-0.354
2,6.2,-0.599